(1)
{
  "formula": "C22H25BrNOW",
  "method": "ωB97M-V/def2-TZVPD",
  "elements": ["C", "C", "C", "H", "C", "C", "H", "C", "C", "C", "H", "C", "C", "H", "H", "H", "H", "H", "H", "W", "C", "C", "C", "H", "H", "H", "H", "H", "H", "C", "C", "H", "H", "O", "N", "C", "H", "C", "C", "H", "C", "H", "C", "H", "C", "H", "C", "H", "H", "H", "Br"],
  "positions_angstrom": [[1.5029, 0.2706, 0.6907], [1.6907, -0.4181, -0.5499], [1.5567, 0.5239, -1.6103], [2.0101, -1.4496, -0.6727], [1.2598, 1.8118, -1.0343], [1.2656, 1.6539, 0.3960], [1.1710, 2.7427, -1.5762], [-1.1130, -1.7045, 1.2027], [-0.1572, -2.6323, 0.7462], [-0.2783, -2.7729, -0.6673], [0.5083, -3.2163, 1.3865], [-1.3867, -2.0032, -1.1046], [-1.9218, -1.3122, 0.0856], [1.7093, 0.3160, -2.6646], [1.1443, 2.4464, 1.1197], [1.5816, -0.1644, 1.6808], [-2.8610, -0.7599, 0.1450], [0.3621, -3.4005, -1.2996], [-1.3020, -1.3924, 2.2296], [-0.4135, 0.4267, -0.5020], [-1.8563, -1.6227, -2.5041], [-3.3673, -1.7439, -2.5868], [-1.1102, -2.4038, -3.5964], [-3.6996, -2.7437, -2.2971], [-3.7221, -1.5384, -3.5959], [-3.8509, -1.0365, -1.9134], [-1.3394, -3.4817, -3.5337], [-0.0129, -2.3208, -3.5322], [-1.4028, -2.0869, -4.6087], [-1.4716, -0.0650, -2.4247], [-1.6062, 1.3696, -2.9290], [-0.3276, -0.1873, -2.5393], [-2.1162, 0.1397, -1.4851], [-1.6313, 2.2401, -2.0034], [-1.4577, 1.6833, -4.2673], [-0.3256, 2.6388, -4.4931], [-2.3156, 2.0849, -4.6401], [0.9788, 1.9252, -4.7401], [2.1851, 2.5860, -4.4473], [2.1359, 3.5842, -4.0025], [3.4173, 1.9795, -4.7092], [4.3451, 2.5232, -4.4883], [3.4538, 0.6900, -5.2673], [4.4218, 0.2192, -5.4753], [2.2565, 0.0228, -5.5672], [2.2834, -0.9731, -6.0277], [1.0214, 0.6398, -5.2958], [0.0840, 0.1348, -5.5363], [-0.2043, 3.2743, -3.6044], [-0.5636, 3.2972, -5.3375], [-1.7781, 1.9641, 0.9191]],
  "forces_ev_per_a": [[0.629, 0.427, -0.138], [0.710, 0.261, 0.363], [0.257, 0.742, 0.292], [-0.431, 0.292, 0.122], [1.335, 0.054, 0.585], [0.967, -0.191, -0.745], [-0.178, -0.103, 0.089], [0.028, -0.201, -0.389], [-0.172, -0.421, -0.294], [-0.283, -0.114, 0.709], [-0.057, 0.445, -0.326], [0.149, 1.362, 1.071], [0.732, 0.062, -0.929], [-0.079, 0.096, 0.068], [-0.220, -0.141, -0.094], [-0.121, 0.067, -0.238], [0.145, -0.449, 0.152], [-0.349, 0.336, 0.306], [0.137, -0.147, -0.319], [-1.820, -1.376, 3.143], [-0.093, 0.043, -0.440], [-0.266, -0.244, -0.287], [-0.075, -0.147, -0.285], [0.086, 0.058, -0.085], [-0.032, 0.014, -0.068], [-0.068, -0.008, 0.045], [-0.028, 0.436, 0.147], [-0.312, 0.167, 0.138], [0.007, 0.056, 0.360], [-0.660, -0.147, -0.846], [-0.529, 1.977, 1.270], [-1.070, 0.221, 0.321], [1.060, -0.233, -0.419], [0.474, -3.021, -2.808], [0.296, 0.589, -0.969], [-0.145, 0.199, 0.353], [0.001, -0.194, 0.019], [0.579, -0.400, -0.203], [-0.167, -0.272, -0.024], [0.135, -0.248, -0.181], [-0.202, -0.103, -0.057], [-0.434, -0.341, -0.098], [-0.131, 0.131, 0.045], [-0.471, 0.180, 0.066], [0.012, 0.265, 0.194], [-0.021, 0.469, 0.245], [0.369, 0.006, -0.051], [0.294, 0.122, 0.044], [-0.142, 0.068, -0.315], [-0.094, -0.268, 0.155], [0.247, -0.373, 0.306]],
  "nbo_charge": [-0.30, -0.27, -0.32, 0.28, -0.32, -0.23, 0.28, -0.15, -0.30, -0.19, 0.24, -0.08, -0.47, 0.29, 0.29, 0.29, 0.27, 0.24, 0.25, 1.04, 0.00, -0.61, -0.62, 0.24, 0.23, 0.21, 0.24, 0.21, 0.23, -0.68, 0.75, 0.35, 0.33, -0.51, -0.71, -0.26, 0.42, 0.02, -0.24, 0.22, -0.20, 0.23, -0.21, 0.23, -0.21, 0.23, -0.27, 0.23, 0.21, 0.24, -0.14],
  "s2": 2.030,
  "multiplicity": 3,
  "total_charge": 1,
  "energy_ha": -3624.03876
}

(2)
{
  "formula": "C31H24BrEuF10O4PS2",
  "method": "ωB97M-V/def2-TZVPD",
  "elements": ["Eu", "F", "C", "C", "F", "C", "F", "C", "P", "C", "C", "C", "C", "C", "C", "C", "C", "C", "C", "C", "C", "C", "Br", "C", "F", "H", "H", "H", "H", "H", "H", "H", "H", "H", "H", "C", "C", "O", "C", "F", "F", "F", "C", "F", "F", "F", "H", "H", "H", "C", "S", "C", "O", "H", "H", "H", "H", "H", "H", "O", "C", "O", "C", "C", "C", "C", "S", "C", "C", "H", "H", "H", "H", "H"],
  "positions_angstrom": [[1.2368, -0.0355, -0.3936], [-3.0793, -4.1539, 4.4030], [-3.0619, -3.3149, 3.3568], [-4.2474, -3.0580, 2.5694], [-5.3948, -3.7425, 2.8549], [-4.2175, -2.0113, 1.6617], [-5.4074, -1.5373, 1.1843], [-3.0385, -1.3155, 1.4145], [-2.7876, -0.1713, -0.0426], [-3.9440, -0.9442, -1.2158], [-3.6769, -2.3427, -1.4873], [-4.5335, -2.9690, -2.3589], [-5.5354, -2.3174, -3.0846], [-5.5572, -0.9223, -2.9828], [-4.8543, -0.2762, -1.9799], [-3.7646, 1.1225, 0.7372], [-2.9958, 2.1894, 1.2499], [-3.5642, 3.4614, 1.2901], [-4.9094, 3.6759, 0.9549], [-5.6555, 2.5593, 0.6537], [-5.1472, 1.2529, 0.6263], [-1.8763, -1.5739, 2.1702], [-0.3490, -0.4649, 2.0837], [-1.8877, -2.6053, 3.1493], [-0.8088, -2.7463, 3.9368], [-2.8462, -2.9046, -1.0651], [-4.3962, -4.0198, -2.5831], [-6.2825, -2.9071, -3.7103], [-6.2298, -0.3512, -3.6191], [-5.0999, 0.7751, -1.7827], [-1.9561, 2.0382, 1.6186], [-2.9676, 4.3238, 1.7144], [-5.3222, 4.6826, 0.9339], [-6.7283, 2.6569, 0.4738], [-5.7491, 0.3811, 0.3751], [-0.6163, 1.3688, -4.2312], [0.6310, 1.4164, -3.3099], [0.3317, 0.8838, -2.0814], [1.0431, 2.9152, -3.0735], [0.1923, 3.5268, -2.2215], [2.2981, 3.0235, -2.5453], [1.1776, 3.6974, -4.1650], [1.8416, 0.4948, -3.9275], [2.1655, 0.7342, -5.1916], [1.3588, -0.8299, -3.8283], [3.0367, 0.4339, -3.1587], [-1.3267, 0.5419, -3.9280], [-0.2986, 1.1308, -5.2218], [-1.1688, 2.3588, -4.2366], [5.0929, 2.1336, 1.9861], [3.8485, 2.5084, 0.6502], [4.9073, 2.1530, -0.7700], [2.6963, 1.5030, 0.6496], [5.7513, 1.3608, 1.6571], [4.4885, 1.7991, 2.8172], [5.6447, 3.0640, 2.2523], [5.4447, 3.0329, -1.0609], [4.2366, 1.8729, -1.6098], [5.5966, 1.3741, -0.5759], [6.6540, -0.6382, 4.6661], [6.9464, -1.0326, 3.3809], [8.0394, -0.7495, 2.9009], [5.8213, -1.6047, 2.6333], [4.6215, -2.1950, 2.9503], [3.5794, -2.3245, 2.0884], [3.7023, -2.0319, 0.7020], [2.6010, -2.3970, -0.4966], [5.0286, -1.6433, 0.3335], [6.0397, -1.4187, 1.2199], [5.9038, -1.0714, 5.0602], [4.3620, -2.4603, 4.0151], [2.6283, -2.7348, 2.4183], [5.3438, -1.6031, -0.7409], [6.9902, -1.0269, 0.8859]],
  "forces_ev_per_a": [[0.387, -0.363, 0.688], [-0.376, 0.057, -0.656], [-0.612, 0.050, -0.292], [0.476, -0.548, 1.399], [1.413, 0.875, -0.321], [-0.660, 0.150, 0.731], [1.120, -1.075, 0.045], [1.763, -0.230, -0.516], [-0.734, -0.760, 1.004], [1.596, -2.106, 0.267], [-0.799, 1.799, -0.208], [-0.190, -1.064, -0.641], [-0.289, 0.399, -0.360], [-1.340, -0.969, -0.370], [-0.414, 0.989, -0.347], [0.372, 0.953, 0.064], [-0.167, 0.683, -0.149], [0.606, 1.031, 1.444], [1.040, -0.324, -0.104], [-1.648, -0.717, 0.334], [0.715, 0.980, -0.578], [-1.517, -1.381, 0.491], [-0.181, -0.257, 0.729], [0.024, 1.605, -0.754], [-0.751, -0.395, -0.220], [-0.182, 0.287, 0.193], [0.035, -0.136, 0.278], [1.347, 1.014, 0.703], [0.009, -0.052, 0.216], [0.440, -0.414, -0.274], [-0.791, 0.140, -0.777], [-0.651, -1.093, -0.721], [0.004, -0.312, 0.044], [0.230, 0.147, 0.010], [0.026, 0.625, -0.038], [-0.746, 0.149, 0.413], [-0.263, -0.547, 0.813], [0.172, 1.067, -1.653], [1.183, 0.426, -0.070], [0.402, -0.462, -0.659], [-0.308, -0.567, 0.773], [-1.011, -0.432, -0.360], [-0.514, -1.460, 1.497], [0.051, -0.040, 0.552], [0.745, 2.059, -0.573], [-2.033, 0.621, -1.183], [1.001, 1.019, 0.024], [0.025, 0.127, -0.964], [0.674, -1.208, 0.056], [-0.935, 0.762, -0.432], [0.327, 0.555, 0.129], [-1.473, -0.165, -0.679], [1.261, 0.250, 0.346], [0.439, -0.562, -0.120], [-0.016, -0.059, 0.335], [-0.545, -0.604, -0.377], [0.187, 0.698, 0.060], [0.364, 0.184, 0.571], [0.547, -0.961, 0.304], [1.390, 0.215, -0.319], [0.953, 0.495, 0.761], [-1.927, -0.417, 1.093], [1.308, 0.187, -3.267], [-0.435, 0.530, 3.440], [-1.208, -0.233, -1.856], [2.823, -0.200, 1.625], [-1.492, -0.844, -1.328], [0.201, -0.093, -1.560], [-0.705, 0.092, 1.499], [-0.677, -0.369, -0.216], [0.552, 0.245, -0.997], [0.176, 0.003, 0.102], [-0.857, 0.143, 0.882], [0.059, -0.195, 0.025]],
  "mulliken_charge": [0.97, -0.27, 0.35, 0.02, -0.28, 0.67, -0.35, -0.11, 0.63, 0.55, -0.90, -0.52, -0.53, -0.59, -0.35, 1.03, -0.56, -0.46, -0.72, -0.63, -0.47, 0.07, -0.18, 0.13, -0.30, 0.44, 0.38, 0.33, 0.40, 0.40, 0.20, 0.31, 0.41, 0.36, 0.71, -1.45, 1.24, -0.70, 0.42, -0.23, -0.25, -0.29, 0.35, -0.25, -0.24, -0.19, 0.29, 0.36, 0.34, -0.62, 0.37, -0.61, -0.49, 0.00, 0.34, 0.39, 0.42, 0.07, 0.24, -0.48, 0.56, -0.59, 0.53, -0.58, -0.41, -0.02, -0.46, -0.29, -0.68, 0.29, 0.15, 0.51, 0.33, 0.47],
  "s2": 15.760,
  "multiplicity": 8,
  "total_charge": 0,
  "energy_ha": -6917.35453,
  "relative_energy_kcal_mol": 0.0
}